(1)
ORCA calculation (wB97M-V/def2-TZVPD) on a molecular structure, C24H34N6Pb.

```
65
Properties=species:S:1:pos:R:3:forces:R:3:nbo_charge:R:1
Pb -0.579 0.300 -0.452 0.1 -0.2 0.0 1.50
C 2.790 -0.806 0.122 0.0 0.0 -0.1 -0.22
C 2.841 0.427 1.023 0.0 0.1 0.0 -0.45
C 2.493 1.755 0.387 0.0 -0.1 0.0 0.23
C 3.214 2.889 0.744 0.0 0.0 0.0 -0.23
C 2.921 4.105 0.153 0.0 0.0 0.0 -0.12
C 1.912 4.165 -0.799 0.0 0.0 0.0 -0.24
C 1.236 3.002 -1.096 0.0 0.0 0.0 0.05
N 1.509 1.822 -0.518 -0.2 -0.1 0.1 -0.57
N 1.496 -1.513 0.042 0.0 0.0 0.0 -0.47
C 1.170 -2.171 1.312 0.0 -0.1 0.0 -0.26
C -0.207 -2.803 1.323 0.1 0.1 0.0 0.20
C -0.450 -3.930 2.093 0.0 0.0 0.0 -0.24
C -1.730 -4.460 2.122 0.0 0.0 0.0 -0.12
C -2.726 -3.856 1.370 0.0 0.0 0.0 -0.24
C -2.393 -2.742 0.623 0.0 0.0 0.0 0.06
N -1.163 -2.220 0.596 -0.1 0.1 0.0 -0.53
C 1.592 -2.535 -1.013 0.0 0.0 -0.1 -0.27
C 1.508 -1.935 -2.394 -0.1 0.0 0.1 0.23
C 2.180 -2.427 -3.504 0.0 0.0 -0.1 -0.21
C 1.986 -1.822 -4.740 0.0 0.0 0.0 -0.11
C 1.138 -0.722 -4.860 0.1 -0.2 0.1 -0.24
C 0.555 -0.333 -3.679 -0.4 0.3 0.0 0.24
N 0.691 -0.889 -2.507 0.1 0.0 0.1 -0.51
H 3.557 -1.515 0.462 0.0 0.0 0.0 0.20
H 3.063 -0.506 -0.891 0.0 0.0 0.0 0.22
H 3.868 0.514 1.379 0.0 0.0 0.0 0.25
H 2.248 0.282 1.930 0.0 0.0 0.0 0.22
H 4.010 2.809 1.472 0.0 0.0 0.0 0.24
H 3.479 4.992 0.422 0.0 0.0 0.0 0.25
H 1.660 5.088 -1.302 0.0 0.0 0.0 0.25
H 0.435 2.998 -1.829 0.0 0.0 0.0 0.20
H 1.215 -1.430 2.112 0.0 0.0 0.0 0.22
H 1.913 -2.940 1.562 0.0 0.0 0.0 0.21
H 0.352 -4.387 2.658 0.0 0.0 0.0 0.24
H -1.945 -5.338 2.717 0.0 0.0 0.0 0.25
H -3.736 -4.241 1.356 0.0 0.0 0.0 0.25
H -3.142 -2.245 0.015 0.0 0.0 0.0 0.20
H 0.757 -3.230 -0.904 0.0 0.0 0.0 0.25
H 2.515 -3.119 -0.912 0.0 0.0 0.0 0.21
H 2.846 -3.274 -3.408 0.0 0.0 0.0 0.25
H 2.501 -2.198 -5.615 0.0 0.0 0.0 0.26
H 0.971 -0.212 -5.796 0.0 0.0 0.0 0.27
H -0.016 0.685 -3.650 0.3 0.2 -0.1 0.18
N -0.493 1.360 2.217 0.1 -0.1 -0.1 -0.88
C -1.552 0.765 3.065 0.0 0.0 -0.1 -0.22
C -2.908 0.752 2.376 0.0 0.0 0.0 -0.40
C -3.543 2.118 2.102 0.0 0.0 0.0 -0.42
C -3.002 2.935 0.930 0.0 -0.1 0.0 -0.21
N -2.824 2.113 -0.287 0.0 0.0 0.0 -0.88
H 0.404 1.259 2.682 0.0 0.0 0.0 0.37
H -0.635 2.362 2.145 0.0 0.0 0.0 0.38
H -1.632 1.282 4.026 0.0 0.0 0.0 0.20
H -1.255 -0.264 3.278 0.0 0.0 0.0 0.20
H -3.587 0.196 3.026 0.0 0.0 0.0 0.24
H -2.841 0.168 1.452 0.0 0.0 0.0 0.19
H -3.471 2.735 3.003 0.0 0.0 0.0 0.23
H -4.613 1.968 1.937 0.0 0.0 0.0 0.22
H -2.041 3.397 1.166 0.0 0.0 0.0 0.17
H -3.694 3.760 0.744 0.0 0.0 0.0 0.21
H -2.687 2.729 -1.083 0.0 0.0 0.0 0.38
H -3.695 1.623 -0.481 0.0 0.0 0.0 0.38
C -1.245 0.882 -3.106 -0.3 0.0 0.1 -0.62
H -1.377 1.750 -3.773 0.1 -0.1 -0.2 0.20
H -1.846 0.078 -3.549 0.0 0.0 0.0 0.19
```
Positions in Å, forces in eV/Å.

Multiplicity = 1
Net charge = +2

(2)
ORCA calculation (wB97M-V/def2-TZVPD) on a molecular structure, C31H40AsN3O8PbS3Si2.

```
89
Properties=species:S:1:pos:R:3:forces:R:3:mulliken_charge:R:1
Pb -0.458 -0.736 -1.600 0.1 -0.5 -0.4 1.97
O -1.868 -3.475 -4.777 0.1 0.0 0.0 -0.79
C -1.913 -2.780 -3.766 0.1 0.0 0.0 -0.20
O -1.237 -1.704 -3.577 0.1 0.3 0.1 -0.71
C -2.884 -3.186 -2.653 -0.1 -0.1 0.1 0.32
C -3.551 -1.989 -1.960 0.0 0.0 0.0 -0.12
C -4.817 -2.443 -1.229 0.0 0.0 0.1 -1.07
C -4.220 -3.233 -0.032 0.0 0.0 0.0 -0.96
C -2.715 -3.056 -0.271 -0.1 0.0 0.0 0.06
O -2.670 -1.728 -0.835 0.0 0.1 -0.1 0.20
C -2.255 -3.950 -1.431 -0.1 0.0 0.0 0.15
C -0.730 -4.151 -1.424 0.1 0.0 0.0 -0.17
O -0.310 -5.308 -1.457 0.0 0.0 0.0 -0.82
O -0.018 -3.094 -1.319 0.0 0.2 0.0 -0.68
H -3.632 -3.817 -3.130 0.0 0.0 0.0 0.48
H -3.642 -1.088 -2.563 0.0 0.0 0.0 0.35
H -5.462 -3.046 -1.868 0.0 0.0 0.0 0.43
H -5.380 -1.575 -0.885 0.0 0.0 0.0 0.29
H -4.499 -4.287 -0.030 0.0 0.0 0.0 0.39
H -4.513 -2.793 0.921 0.0 0.0 0.0 0.31
H -2.091 -3.099 0.619 0.0 0.1 0.0 0.42
H -2.682 -4.947 -1.342 -0.1 0.0 0.0 0.36
S -1.123 1.077 0.923 -0.1 0.0 0.3 0.35
C -1.109 0.166 2.346 -0.2 0.3 0.1 0.93
C -1.978 0.651 3.412 0.1 -0.2 -0.2 -0.64
N -2.684 1.047 4.231 0.0 0.0 0.0 -0.70
C -0.334 -0.932 2.620 0.1 -0.5 0.3 0.22
S 0.745 -1.629 1.407 0.0 0.2 0.3 -0.19
C -0.412 -1.594 3.888 0.1 0.2 -0.3 -0.43
N -0.441 -2.127 4.911 0.0 -0.1 0.1 -0.69
C 5.109 -0.698 -6.028 0.0 0.0 0.0 -1.39
C 4.004 -0.705 -5.006 0.0 0.0 0.0 1.35
C 4.242 -0.390 -3.676 0.0 0.0 0.0 -0.87
C 3.188 -0.412 -2.775 -0.1 0.0 0.0 -0.48
N 1.943 -0.722 -3.123 0.0 -0.1 -0.2 -0.09
C 1.706 -1.041 -4.400 0.0 0.0 0.1 -0.31
C 2.703 -1.039 -5.361 0.0 0.0 0.0 -0.95
H 6.037 -0.316 -5.604 0.0 0.0 0.0 0.34
H 4.840 -0.075 -6.884 0.0 0.0 0.0 0.33
H 5.294 -1.706 -6.403 0.0 0.0 0.0 0.30
H 5.238 -0.133 -3.335 0.0 0.0 0.0 0.31
H 3.350 -0.179 -1.727 0.0 0.0 0.0 0.38
H 0.681 -1.320 -4.634 0.0 0.0 0.0 0.48
H 2.458 -1.304 -6.382 0.0 0.0 0.0 0.41
C 2.674 0.179 5.020 -0.1 0.1 0.1 -0.97
Si 3.390 -0.778 3.588 0.2 -0.1 0.0 0.31
C 3.175 -2.610 3.863 -0.1 -0.1 0.0 -1.02
C 5.238 -0.425 3.530 0.1 0.1 -0.1 -1.22
As 2.584 -0.300 1.430 -0.2 0.0 -0.1 0.14
Si 2.101 2.020 1.553 0.2 0.0 -0.1 0.77
C 1.713 2.708 -0.137 -0.1 0.0 -0.2 -0.53
C 1.093 2.800 2.924 -0.2 -0.1 0.1 -0.97
C 3.887 2.571 1.899 0.1 -0.1 0.0 -1.46
H 3.273 -0.020 5.914 0.0 0.0 0.0 0.41
H 1.644 -0.124 5.221 0.0 0.0 0.0 0.28
H 2.683 1.254 4.832 0.0 0.0 0.0 0.24
H 3.913 -2.968 4.587 0.0 0.0 0.0 0.38
H 3.306 -3.158 2.928 0.0 0.0 0.0 0.31
H 2.176 -2.839 4.238 0.0 0.0 0.0 0.25
H 5.730 -0.856 4.408 0.0 0.0 0.0 0.39
H 5.448 0.646 3.512 0.0 0.0 0.0 0.30
H 5.683 -0.865 2.635 0.0 0.0 0.0 0.31
H 0.773 2.344 -0.553 0.1 0.0 0.0 -0.14
H 2.518 2.459 -0.835 0.0 0.0 0.0 0.24
H 1.649 3.799 -0.071 0.0 0.0 0.0 0.36
H 0.137 3.156 2.539 0.0 0.0 0.0 0.22
H 1.656 3.637 3.348 0.0 0.0 0.0 0.49
H 0.870 2.094 3.726 0.0 0.0 0.0 0.24
H 4.621 1.960 1.366 0.0 0.1 0.0 0.34
H 4.121 2.521 2.966 0.0 0.0 0.0 0.26
H 4.017 3.609 1.574 0.0 0.0 0.0 0.44
C -4.086 3.976 2.772 0.0 0.0 0.0 -1.47
C -3.800 3.579 1.346 0.0 0.1 0.1 1.00
C -4.451 2.491 0.776 0.0 0.0 0.0 -0.47
C -4.163 2.082 -0.516 0.1 0.0 0.0 -0.21
C -3.212 2.764 -1.260 0.0 0.1 0.1 -0.41
C -2.572 3.871 -0.718 -0.1 -0.1 0.0 -0.64
C -2.869 4.271 0.577 0.0 0.0 0.0 -0.53
S -2.697 2.143 -2.850 0.0 0.0 0.2 1.41
O -3.713 1.177 -3.229 -0.1 0.0 -0.1 -0.82
O -2.551 3.301 -3.710 -0.1 -0.1 0.0 -0.80
O -1.402 1.510 -2.526 0.1 -0.1 -0.1 -0.74
H -4.006 3.112 3.435 0.0 0.1 0.0 0.30
H -5.095 4.385 2.874 0.0 0.0 0.0 0.35
H -3.380 4.734 3.115 0.0 0.0 0.0 0.32
H -5.163 1.929 1.372 0.0 0.0 0.0 0.29
H -4.638 1.213 -0.952 0.0 0.0 0.0 0.46
H -1.832 4.392 -1.312 0.0 0.0 0.0 0.47
H -2.350 5.121 1.010 0.0 0.0 0.0 0.27
```
Positions in Å, forces in eV/Å.

Multiplicity = 1
Energy above the lowest of the compared OMol25 structures with the same formula, charge and spin = 0.6250 eV
Net charge = -2

(3)
ORCA calculation (wB97M-V/def2-TZVPD) on 4 unconnected molecules or ions with the total composition C14H33NO10PS.

```
60
Properties=species:S:1:pos:R:3:forces:R:3:nbo_charge:R:1
C -0.795 3.398 -0.220 0.0 -0.1 0.0 -0.64
C -0.887 2.008 0.387 -0.1 0.0 0.0 -0.50
S 0.731 1.190 0.244 0.0 -0.1 -0.3 0.18
P 2.089 2.604 1.530 0.3 0.1 0.3 1.35
N 3.147 3.063 0.329 -0.7 0.1 -0.5 -1.17
O 2.875 1.427 2.270 0.1 -0.2 -0.2 -0.98
H -0.204 4.067 0.402 0.1 0.1 0.0 0.22
H -0.381 3.374 -1.227 0.0 0.0 -0.1 0.23
H -1.796 3.813 -0.283 -0.1 0.1 0.0 0.26
H -1.179 2.027 1.433 0.0 0.0 0.1 0.25
H -1.570 1.366 -0.163 -0.1 0.0 0.0 0.26
H 0.548 0.146 1.067 0.0 0.0 0.2 0.19
H 2.913 3.974 -0.059 0.2 0.1 0.2 0.42
H 3.326 2.445 -0.457 0.3 -0.1 0.2 0.41
H 3.675 1.071 1.847 -0.1 0.1 0.1 0.52
C -1.468 -4.903 -4.200 0.1 0.1 0.0 -0.64
C -1.101 -5.297 -2.790 -0.1 -0.1 0.0 -0.07
O 0.201 -4.784 -2.408 0.0 0.0 -0.1 -0.48
C 0.250 -3.510 -2.089 0.1 0.2 0.2 0.98
O -0.668 -2.727 -2.025 0.0 -0.1 0.0 -0.66
O 1.528 -3.189 -1.803 -0.1 0.0 -0.2 -0.49
C 1.709 -1.810 -1.515 0.0 -0.1 0.1 -0.25
H -0.697 -5.223 -4.901 0.0 0.0 0.0 0.22
H -2.410 -5.377 -4.474 0.0 0.0 0.0 0.23
H -1.593 -3.824 -4.284 0.0 0.0 0.0 0.22
H -0.989 -6.374 -2.697 0.0 0.0 0.0 0.20
H -1.842 -4.958 -2.067 0.0 0.1 0.0 0.20
H 0.999 -1.505 -0.746 0.1 0.0 0.0 0.17
H 1.555 -1.200 -2.405 0.0 0.0 0.0 0.19
H 2.733 -1.710 -1.162 0.0 0.0 0.0 0.19
C -5.414 -3.141 0.261 0.0 0.0 0.0 -0.64
C -5.992 -4.528 0.084 0.0 -0.1 0.0 -0.07
O -7.096 -4.539 -0.838 0.0 0.1 0.0 -0.49
C -6.768 -4.487 -2.128 0.1 0.0 0.0 0.98
O -5.647 -4.448 -2.574 0.0 0.0 0.0 -0.66
O -7.887 -4.494 -2.845 0.0 0.0 0.0 -0.49
C -7.695 -4.432 -4.264 0.0 0.0 0.0 -0.26
H -6.191 -2.444 0.575 0.0 0.0 0.0 0.21
H -4.641 -3.168 1.031 0.0 0.0 0.0 0.21
H -4.969 -2.787 -0.668 0.0 0.0 0.0 0.23
H -6.424 -4.896 1.012 0.0 0.0 0.0 0.19
H -5.237 -5.235 -0.258 0.0 0.0 0.0 0.19
H -7.033 -5.230 -4.594 0.0 0.0 0.0 0.20
H -7.271 -3.471 -4.547 0.0 0.0 0.0 0.19
H -8.685 -4.552 -4.690 0.0 0.0 0.0 0.20
C 6.245 3.423 4.843 0.0 0.1 0.0 -0.64
C 5.143 3.769 3.868 -0.1 -0.1 -0.1 -0.07
O 4.708 5.134 3.983 0.1 0.1 0.0 -0.50
C 5.520 6.035 3.414 0.0 -0.1 -0.1 0.98
O 6.503 5.780 2.767 0.0 0.0 0.0 -0.65
O 5.034 7.245 3.659 0.0 0.0 0.0 -0.49
C 5.825 8.327 3.139 0.0 0.0 0.0 -0.26
H 5.930 3.642 5.863 0.0 0.0 0.0 0.22
H 6.479 2.360 4.774 0.0 0.0 0.0 0.22
H 7.148 3.989 4.622 0.0 0.0 0.0 0.23
H 4.244 3.190 4.080 0.0 0.0 0.0 0.18
H 5.453 3.585 2.837 0.0 0.0 0.0 0.19
H 5.994 8.195 2.073 0.0 0.0 0.0 0.20
H 6.782 8.373 3.654 0.0 0.0 0.0 0.20
H 5.244 9.222 3.333 0.0 0.0 0.0 0.20
```
Positions in Å, forces in eV/Å.

Multiplicity = 1
Net charge = +1

(4)
ORCA calculation (wB97M-V/def2-TZVPD) on a single C13H23BrClN2O5PS molecule.

```
47
Properties=species:S:1:pos:R:3:forces:R:3:nbo_charge:R:1
C 4.377 0.164 2.269 -0.1 0.1 0.1 -0.64
C 3.949 0.585 0.873 -0.2 -0.1 0.1 -0.07
O 4.016 -0.478 -0.069 0.1 0.0 0.0 -0.54
C 2.976 -1.420 0.019 -0.2 -0.1 0.1 -0.08
C 2.102 -1.387 -1.210 0.2 0.0 -0.1 -0.08
O 1.336 -0.186 -1.190 -0.4 -0.1 0.1 -0.58
C 0.714 0.255 -2.347 0.2 0.0 -0.2 0.31
C 1.699 0.977 -3.261 -0.1 0.0 -0.2 -0.68
Br -0.014 -1.245 -3.463 0.0 0.0 0.1 -0.03
C -0.439 1.227 -1.858 0.2 0.1 0.2 0.30
Cl -1.579 1.539 -3.252 -0.1 0.0 0.0 -0.07
N 0.213 2.506 -1.638 -0.2 -0.3 -0.2 -0.52
C 0.825 2.851 -0.674 0.3 0.0 0.5 0.28
S 1.638 3.305 0.582 -0.1 0.4 0.0 0.04
N -1.122 0.839 -0.652 -0.6 0.1 -0.6 -0.76
C -1.564 -0.565 -0.619 0.2 -0.1 0.1 -0.25
C -1.944 -1.059 0.774 0.3 -0.3 0.1 -0.08
O -3.363 -1.211 0.850 -0.1 0.2 0.1 -0.54
C -3.954 -1.377 2.067 0.4 -0.2 0.0 0.81
C -3.311 -2.362 3.009 0.1 0.0 0.2 -0.74
O -4.979 -0.814 2.300 -0.3 0.0 0.0 -0.55
P -2.273 2.126 -0.162 0.4 -0.1 0.1 1.25
C -3.919 1.413 -0.468 -0.2 0.3 -0.1 -1.02
O -2.245 1.886 1.479 0.1 -0.2 0.0 -0.99
H 3.745 -0.643 2.648 0.1 0.0 0.0 0.20
H 4.252 1.009 2.953 0.1 0.0 0.0 0.21
H 5.419 -0.157 2.295 -0.1 0.0 0.0 0.21
H 2.927 0.987 0.895 0.2 -0.1 0.0 0.17
H 4.610 1.362 0.484 -0.1 0.0 0.0 0.19
H 3.400 -2.429 0.092 0.0 0.1 0.0 0.19
H 2.351 -1.264 0.908 0.1 0.1 0.0 0.18
H 2.733 -1.432 -2.102 -0.1 0.0 0.0 0.19
H 1.429 -2.252 -1.198 0.0 0.1 -0.1 0.19
H 2.307 0.251 -3.798 0.0 0.0 0.1 0.23
H 1.167 1.583 -3.995 0.0 -0.1 0.0 0.24
H 2.334 1.623 -2.655 0.0 -0.1 -0.1 0.23
H -2.388 -0.761 -1.315 0.0 0.0 0.1 0.21
H -0.733 -1.182 -0.941 0.0 0.1 0.0 0.22
H -1.589 -0.365 1.536 -0.1 0.0 0.0 0.21
H -1.463 -2.027 0.951 -0.1 0.0 -0.1 0.18
H -2.224 -2.289 3.038 -0.1 0.0 0.0 0.22
H -3.562 -3.376 2.687 0.0 0.1 0.0 0.25
H -3.710 -2.201 4.008 0.0 0.0 -0.1 0.24
H -3.916 0.842 -1.398 0.0 0.0 0.1 0.24
H -4.298 0.812 0.357 0.1 0.0 -0.1 0.27
H -4.576 2.274 -0.621 0.0 -0.1 0.0 0.24
H -1.355 2.067 1.810 -0.1 0.2 0.0 0.49
```
Positions in Å, forces in eV/Å.

Multiplicity = 1
Energy above the lowest of the compared OMol25 structures with the same formula, charge and spin = 0.0000 eV
SMILES = CCOCCO[C@@](C)(Br)[C@](Cl)(N=C=S)N(CCOC(C)=O)P(C)O
Net charge = 0

no.,frontier orbital gap (hartree)
1,0.2942
2,0.2540
3,0.3122
4,0.3289